# 1
{
  "formula": "C18H39NOOsP2Si",
  "method": "ωB97M-V/def2-TZVPD",
  "elements": ["Os", "Si", "P", "P", "H", "C", "H", "H", "H", "C", "H", "H", "H", "C", "H", "H", "H", "C", "H", "H", "H", "C", "H", "H", "H", "C", "H", "H", "H", "C", "H", "H", "H", "H", "H", "C", "O", "C", "H", "H", "H", "C", "H", "H", "H", "C", "C", "C", "C", "C", "C", "C", "C", "N", "H", "H", "H", "H", "H", "H", "H", "H", "H"],
  "coordinates": [[-0.166026, -0.006172, -0.486603], [-2.471742, 0.549836, -1.081426], [-0.677465, -2.295775, -0.607384], [0.212539, 2.238839, -0.505081], [1.744186, 0.883328, -1.817202], [0.804502, -3.275157, -0.243421], [0.613968, -4.347096, -0.401777], [1.092013, -3.133574, 0.797839], [1.667912, -3.001001, -0.845192], [-1.243686, -2.927288, -2.202914], [-1.454151, -4.004931, -2.151928], [-0.498665, -2.757317, -2.981361], [-2.151931, -2.407722, -2.513325], [-1.909495, -2.961591, 0.515111], [-2.139748, -4.010236, 0.279509], [-2.841406, -2.400945, 0.455733], [-1.555558, -2.916796, 1.545375], [1.922185, 2.761223, -0.070188], [2.104686, 3.841444, -0.214175], [2.644833, 2.221382, -0.670834], [2.145189, 2.521408, 0.968426], [-0.096927, 3.295320, -1.966720], [0.180943, 4.346008, -1.779089], [-1.145577, 3.289054, -2.264923], [0.481100, 2.971707, -2.836767], [-0.668261, 3.193053, 0.794132], [-0.384592, 4.262363, 0.790868], [-0.430993, 2.779647, 1.777029], [-1.750696, 3.128400, 0.657155], [-2.661134, 0.742292, -3.046829], [-2.340930, -0.163505, -3.633500], [-2.135724, 1.636357, -3.475208], [-3.759040, 0.877004, -3.133668], [-3.219302, -0.657790, -0.767003], [-2.875195, 1.830267, -0.520287], [1.403057, -0.061318, -2.594779], [0.082558, -0.455182, -2.403650], [2.496444, -1.075854, -2.371202], [3.255572, -1.065822, -3.103645], [2.318369, -2.114564, -2.425517], [2.969008, -0.860040, -1.412512], [1.632674, 0.695609, -3.877147], [2.703041, 1.032614, -3.953793], [0.986267, 1.548695, -4.011936], [1.449505, 0.089839, -4.829588], [-2.352102, -0.189829, 2.715376], [-1.026416, -0.298730, 3.421643], [-0.952528, -0.485773, 4.793263], [0.310978, -0.472380, 5.477733], [1.475045, -0.283671, 4.717454], [1.461629, -0.170962, 3.352601], [2.745961, 0.033367, 2.574983], [0.157050, -0.198169, 2.597036], [-0.055693, -0.089706, 1.232870], [-2.504829, 0.747925, 2.107201], [-3.130899, -0.200945, 3.477341], [-2.583908, -1.030984, 2.012631], [-1.910913, -0.609777, 5.279692], [0.276181, -0.603891, 6.503695], [2.462009, -0.234662, 5.258260], [3.197600, 1.019826, 2.778106], [3.502740, -0.714945, 2.864470], [2.595808, -0.052737, 1.455054]],
  "forces_ev_per_a": [[-3.10, -0.35, -2.93], [2.02, -0.53, -2.22], [0.43, -0.27, -0.06], [0.64, 2.16, 0.68], [-0.95, -2.47, -1.50], [0.07, -0.97, 0.13], [0.03, 0.16, 0.08], [-0.11, 0.09, 0.11], [-0.26, 0.13, -0.04], [-0.05, -0.36, -0.49], [0.01, 0.24, 0.14], [-0.03, 0.08, 0.19], [0.00, 0.03, 0.09], [-0.36, -0.72, 0.43], [0.14, 0.19, 0.02], [0.07, 0.04, -0.11], [0.07, 0.07, 0.01], [0.24, 0.45, -0.05], [-0.25, -0.39, 0.03], [0.17, -0.07, -0.18], [-0.19, -0.09, 0.10], [0.09, 0.37, -0.43], [-0.05, -0.40, 0.19], [-0.05, -0.15, 0.14], [-0.05, -0.07, 0.26], [-0.18, 0.31, 0.05], [-0.01, -0.50, -0.13], [0.03, -0.10, -0.08], [0.16, 0.00, 0.01], [-0.09, -0.10, 0.61], [-0.30, 0.88, 0.77], [-0.49, -0.80, 0.48], [0.48, 0.02, -0.43], [-0.92, -0.05, 0.35], [-0.64, 0.20, 0.35], [0.96, 2.88, 0.41], [1.63, 0.67, -1.41], [0.62, 0.19, 1.06], [1.09, 0.91, -1.02], [-1.32, -1.16, 0.24], [0.15, -0.37, 0.08], [0.72, -0.72, -2.61], [-0.97, -0.18, 0.20], [-0.21, 0.26, 0.24], [0.20, 0.31, 1.22], [-0.54, 0.06, -0.27], [1.71, 0.88, -6.55], [-0.32, -0.43, 3.00], [1.86, 0.57, -3.11], [-0.94, -0.66, 6.41], [0.27, 0.36, -6.14], [-0.49, -0.32, -0.62], [-3.08, -0.04, 1.07], [2.23, -0.07, 7.04], [0.39, -0.72, 0.56], [-0.25, 0.03, -0.04], [0.33, 0.66, 0.60], [0.26, -0.10, 0.53], [0.47, -0.14, 1.86], [-1.13, -0.08, -0.65], [-0.07, -0.12, 0.01], [-0.13, 0.16, 0.00], [0.01, 0.12, 1.28]],
  "mulliken_spin": [0.9991, 0.0379, 0.0631, 0.0178, -0.0480, 0.0118, 0.0020, -0.0003, -0.0013, -0.0036, 0.0001, 0.0010, 0.0015, 0.0120, 0.0007, -0.0055, 0.0037, 0.0061, 0.0016, -0.0033, -0.0022, -0.0027, 0.0003, 0.0005, 0.0008, 0.0065, 0.0016, 0.0005, -0.0015, 0.0180, -0.0037, -0.0014, 0.0011, -0.0052, -0.0046, 0.0985, 0.0329, -0.0019, 0.0005, -0.0027, 0.0009, 0.0105, -0.0001, 0.0004, 0.0017, -0.0688, 0.2990, 0.7875, 0.1139, 0.2949, 0.4339, -0.0776, 0.0610, 0.6459, 0.0225, 0.0058, 0.0241, 0.0299, 0.0206, 0.0437, 0.0536, 0.0439, 0.0208],
  "lumo_energy_ev": [0.61, -2.21],
  "s_squared": 6.04,
  "de_lowest_kcal_mol": 33.7,
  "multiplicity": 5,
  "homo_energy_ha": [-0.144, -0.269],
  "orbital_gap_ha": [0.166, 0.188]
}

# 2
{
  "formula": "C46H44Cl4N4O5W",
  "method": "ωB97M-V/def2-TZVPD",
  "elements": ["W", "C", "O", "C", "C", "C", "C", "C", "C", "N", "C", "N", "C", "C", "C", "C", "C", "C", "O", "C", "N", "C", "C", "C", "C", "C", "C", "O", "C", "H", "H", "H", "H", "H", "H", "H", "H", "H", "H", "H", "H", "H", "H", "H", "H", "H", "H", "H", "H", "H", "H", "Cl", "C", "C", "Cl", "C", "Cl", "C", "O", "C", "O", "C", "Cl", "C", "C", "C", "C", "C", "C", "C", "C", "C", "C", "C", "C", "N", "H", "H", "H", "H", "H", "H", "H", "H", "H", "H", "H", "H", "H", "H", "H", "H", "H", "C", "C", "C", "C", "C", "C", "H", "H", "H", "H", "H"],
  "coordinates": [[0.339658, -0.102258, 0.167221], [-5.106343, 3.261586, -0.231192], [-3.927694, 3.241437, -1.016726], [-3.631475, 4.335703, -1.754536], [-4.442580, 5.458650, -1.841773], [-4.083490, 6.523504, -2.656032], [-2.913356, 6.479120, -3.392157], [-2.090470, 5.367302, -3.297482], [-2.427619, 4.296837, -2.482462], [-1.580717, 3.160241, -2.470390], [-1.158354, 2.467513, -1.373918], [-1.252289, 3.136785, -0.222942], [-1.296168, 2.602741, 1.069704], [-0.766235, 1.362394, 1.393062], [-0.857020, 1.016462, 2.755707], [-1.415008, 1.845940, 3.703792], [-1.934443, 3.086509, 3.343185], [-1.878716, 3.458690, 2.018707], [-2.358051, 4.642150, 1.516935], [-2.726048, 5.638243, 2.450929], [-0.669476, 1.247073, -1.456112], [-0.710398, 0.695930, -2.795912], [0.176587, 1.201203, -3.751969], [0.205513, 0.740465, -5.052447], [-0.683189, -0.255204, -5.432998], [-1.590668, -0.741047, -4.518043], [-1.642272, -0.267259, -3.204990], [-2.624251, -0.854211, -2.468164], [-3.163758, -0.248011, -1.304937], [-5.109849, 2.324499, 0.319749], [-6.001013, 3.321722, -0.856197], [-5.095825, 4.094214, 0.476345], [-5.376169, 5.495933, -1.298071], [-4.734620, 7.385499, -2.715023], [-2.638910, 7.302083, -4.037702], [-1.165309, 5.316833, -3.858465], [-1.296428, 2.789391, -3.363602], [-1.623408, 4.073587, -0.279278], [-0.458034, 0.067848, 3.088312], [-1.437293, 1.541839, 4.742132], [-2.369560, 3.734771, 4.090715], [-2.983775, 6.518790, 1.867762], [-1.896482, 5.875163, 3.121943], [-3.592360, 5.333318, 3.043637], [0.869202, 1.970248, -3.447370], [0.909873, 1.162826, -5.756929], [-0.683112, -0.635532, -6.446210], [-2.304917, -1.506364, -4.790594], [-4.083693, -0.793568, -1.099180], [-3.396332, 0.803391, -1.473677], [-2.505956, -0.338249, -0.438466], [-2.880909, -5.925727, -1.761385], [-2.304034, -4.594121, -0.836309], [-2.655535, -4.472639, 0.506957], [-3.648741, -5.665513, 1.253120], [-2.194017, -3.389504, 1.257275], [-2.615668, -3.197134, 2.918558], [-1.391435, -2.437000, 0.654103], [-0.872094, -1.366272, 1.234413], [-1.032741, -2.558432, -0.699516], [-0.272736, -1.569894, -1.131576], [-1.480880, -3.641252, -1.440258], [-0.988411, -3.789751, -3.082231], [2.281819, -3.103715, 1.159797], [2.299353, -2.657242, 2.624450], [0.906022, -2.795608, 3.257075], [2.895464, -1.290966, 2.963826], [3.728664, -1.326811, 4.071653], [4.358758, -0.200845, 4.556726], [4.178771, 0.993410, 3.892018], [3.354148, 1.114501, 2.782944], [3.456826, 2.494519, 2.136419], [2.205378, 3.138003, 1.549208], [4.600432, 2.447628, 1.112713], [2.637519, -0.036935, 2.317696], [1.670628, 0.048307, 1.348068], [2.064736, -4.172093, 1.113219], [3.243539, -2.923734, 0.677117], [1.514666, -2.593363, 0.598122], [2.955896, -3.373858, 3.125488], [0.191600, -2.170203, 2.724654], [0.924145, -2.488282, 4.304178], [0.564366, -3.830989, 3.201957], [3.893582, -2.276185, 4.567786], [5.006756, -0.256933, 5.421769], [4.704036, 1.875716, 4.239175], [3.773303, 3.163981, 2.941482], [1.867053, 2.616960, 0.663305], [2.424356, 4.173756, 1.279156], [1.399801, 3.136505, 2.283877], [4.416233, 1.667040, 0.377200], [5.545978, 2.223226, 1.609618], [4.698838, 3.405309, 0.595942], [4.100170, -0.049837, -3.178969], [3.445015, -1.215473, -2.812335], [2.395873, -1.172781, -1.904707], [1.931469, 0.020767, -1.335334], [2.615362, 1.172911, -1.735955], [3.676354, 1.149448, -2.628673], [4.929778, -0.077598, -3.874130], [3.746684, -2.164099, -3.238849], [1.918599, -2.113478, -1.662895], [2.309131, 2.142581, -1.352418], [4.175570, 2.073923, -2.894980]],
  "forces_ev_per_a": [[-0.03, 0.91, 1.12], [-0.06, -0.03, 0.08], [0.02, -0.08, -0.06], [0.07, -0.05, -0.11], [-0.10, 0.03, 0.05], [0.02, 0.01, -0.01], [-0.01, 0.05, -0.08], [0.00, 0.00, 0.09], [0.05, 0.07, 0.09], [-0.16, -0.12, -0.05], [0.04, 0.12, 0.01], [0.06, 0.22, 0.11], [0.28, -0.32, -0.42], [0.18, 0.07, 0.12], [0.06, -0.14, 0.13], [0.06, -0.08, -0.06], [-0.05, 0.14, -0.06], [-0.04, -0.06, 0.27], [0.01, 0.02, -0.03], [-0.03, 0.09, 0.02], [0.36, -0.55, 0.15], [-0.15, 0.05, -0.07], [0.05, -0.20, 0.02], [0.03, 0.11, -0.03], [-0.03, -0.01, -0.02], [-0.05, 0.01, -0.03], [-0.06, 0.02, 0.06], [0.12, 0.07, -0.02], [-0.05, 0.02, 0.04], [-0.01, 0.01, -0.01], [0.03, 0.00, -0.01], [0.04, -0.01, -0.01], [0.04, 0.00, 0.01], [0.01, 0.00, -0.01], [0.01, 0.00, 0.01], [0.01, 0.00, 0.02], [-0.09, -0.05, -0.01], [0.03, 0.03, -0.07], [-0.01, -0.01, -0.02], [-0.01, -0.03, -0.01], [0.01, 0.00, -0.02], [0.00, 0.00, 0.01], [0.00, -0.02, -0.01], [0.00, -0.03, -0.02], [0.10, 0.03, 0.09], [0.02, -0.05, 0.01], [0.01, -0.03, 0.01], [-0.01, 0.01, 0.01], [0.01, 0.01, -0.01], [0.00, 0.07, -0.02], [-0.05, 0.03, -0.05], [-0.01, -0.05, -0.03], [0.07, 0.08, 0.02], [0.03, 0.05, -0.01], [-0.03, 0.00, 0.02], [-0.06, 0.03, 0.17], [-0.02, 0.04, -0.01], [0.15, -0.28, -0.68], [0.59, 0.68, -0.43], [-0.30, -0.18, 0.57], [0.49, 0.26, 0.17], [0.09, -0.03, -0.05], [0.03, 0.02, 0.00], [0.25, 0.16, 0.30], [-0.29, -0.01, -0.06], [0.18, 0.06, -0.05], [-0.22, 0.00, -0.39], [0.21, 0.05, 0.11], [0.03, 0.02, -0.01], [0.08, -0.05, 0.15], [-0.34, -0.04, -0.25], [-0.09, 0.02, -0.24], [0.01, -0.15, 0.25], [-0.04, 0.03, 0.09], [0.81, -0.09, 1.02], [-1.60, -0.54, -1.47], [-0.01, 0.00, 0.01], [-0.03, 0.02, -0.05], [-0.22, 0.10, -0.27], [-0.01, 0.08, 0.07], [0.11, -0.11, 0.24], [-0.01, -0.06, 0.03], [-0.03, -0.02, 0.00], [-0.03, 0.00, -0.04], [-0.02, -0.01, 0.02], [-0.01, -0.01, -0.02], [0.02, -0.06, 0.01], [-0.14, -0.04, -0.16], [0.01, -0.02, -0.01], [-0.13, 0.00, -0.05], [-0.02, -0.02, -0.14], [0.00, -0.01, -0.04], [0.00, -0.02, -0.01], [-0.02, -0.03, 0.03], [0.08, 0.16, -0.01], [-0.18, -0.18, 0.05], [0.25, -0.45, -0.46], [-0.36, 0.26, 0.44], [0.08, -0.03, -0.07], [-0.02, 0.02, -0.02], [0.00, -0.02, 0.04], [-0.04, 0.05, 0.00], [0.00, 0.01, 0.03], [-0.03, 0.02, 0.02]],
  "lowdin_charge": [1.7960, -0.0542, -0.0916, -0.2272, -0.0121, -0.0782, -0.0871, -0.0115, -0.1590, 0.1646, -0.3506, 0.1687, -0.1824, -0.1691, -0.1213, -0.0720, -0.0212, -0.2245, -0.1105, -0.0697, 0.0372, -0.2149, -0.0628, -0.0738, -0.0732, -0.0243, -0.2297, -0.0822, -0.0362, 0.0999, 0.1006, 0.0933, 0.1066, 0.1069, 0.1042, 0.1201, 0.1309, 0.1344, 0.0847, 0.1071, 0.1054, 0.0942, 0.1012, 0.0936, 0.1105, 0.1046, 0.1058, 0.1149, 0.1072, 0.0850, 0.0636, 0.6750, -0.6988, -0.7024, 0.6706, -0.6011, 0.7233, -0.3734, -0.2599, -0.3727, -0.2389, -0.5936, 0.7553, -0.0509, -0.3547, -0.0597, -0.1129, -0.0511, -0.0668, -0.0570, -0.1160, -0.3652, -0.0647, -0.0496, -0.1824, -0.0843, 0.0895, 0.0884, 0.0220, 0.1187, 0.0272, 0.0873, 0.0818, 0.1142, 0.1055, 0.1136, 0.1206, 0.0294, 0.0843, 0.0782, 0.0698, 0.0803, 0.0801, -0.0975, -0.0824, -0.1165, -0.2532, -0.1719, -0.1072, 0.0976, 0.1020, 0.0821, 0.0844, 0.1017],
  "lumo_energy_ev": -0.45,
  "de_lowest_kcal_mol": 8.5,
  "homo_energy_ha": -0.286,
  "orbital_gap_ha": 0.269
}

# 3
{
  "formula": "C13H11MoN4OSe3Te",
  "method": "ωB97M-V/def2-TZVPD",
  "elements": ["Mo", "O", "C", "N", "C", "C", "C", "C", "C", "C", "N", "C", "C", "C", "C", "C", "N", "H", "H", "H", "H", "H", "H", "H", "H", "H", "H", "Se", "Se", "Te", "Se", "N", "C", "H"],
  "coordinates": [[0.272261, 0.345305, -0.234031], [-3.767397, 0.444614, -0.738994], [-2.569317, 0.264513, -0.822156], [-1.609318, 0.904644, -0.097150], [-2.057139, 1.437988, 1.163754], [-1.516976, 0.463639, 2.181019], [-2.132218, 0.225361, 3.398872], [-1.633574, -0.780046, 4.212922], [-0.520358, -1.491754, 3.786974], [0.053015, -1.173551, 2.569150], [-0.433808, -0.216658, 1.771728], [-1.959111, -0.801389, -1.676172], [-2.649755, -1.416208, -2.707664], [-2.060247, -2.487874, -3.362026], [-0.821080, -2.928800, -2.920540], [-0.197071, -2.252191, -1.888484], [-0.729210, -1.186310, -1.285874], [-3.155199, 1.480697, 1.200059], [-1.652706, 2.443948, 1.333701], [-3.004060, 0.798939, 3.677789], [-2.117699, -1.006390, 5.148511], [-0.111260, -2.294430, 4.378927], [0.926626, -1.713402, 2.208463], [-3.628171, -1.048459, -2.970698], [-2.553137, -2.984214, -4.181378], [-0.342828, -3.779747, -3.377835], [0.774740, -2.568300, -1.523013], [0.779756, 1.222966, -2.525276], [2.835385, 2.197339, -2.475390], [4.163276, 0.910438, -0.639162], [2.510156, -0.827178, 0.000873], [1.496290, 3.046430, 0.841389], [1.036616, 2.005388, 0.574576], [1.804745, 3.951902, 1.117087]],
  "forces_ev_per_a": [[1.16, -0.55, -1.33], [0.47, -0.13, -0.18], [-0.68, -0.19, -0.30], [-0.46, 0.54, 0.23], [-0.20, 0.37, 0.40], [-0.45, 0.21, 0.28], [0.23, -0.13, -0.08], [0.10, 0.16, -0.24], [-0.07, 0.08, -0.12], [0.30, -0.37, 0.24], [-0.15, -0.26, 0.55], [-0.49, -0.43, -0.43], [0.14, 0.11, 0.21], [0.21, 0.10, 0.23], [-0.19, 0.15, 0.03], [0.45, -0.38, 0.02], [-0.90, -0.99, -0.92], [0.35, 0.07, 0.02], [-0.11, -0.13, 0.01], [-0.03, 0.00, -0.01], [-0.01, -0.06, 0.15], [0.08, -0.05, 0.02], [-0.17, 0.17, 0.09], [-0.11, 0.05, 0.02], [-0.12, -0.03, -0.10], [0.10, -0.06, 0.02], [-0.05, 0.09, -0.12], [-0.33, -0.28, 0.51], [0.52, 0.23, 0.09], [-0.09, 0.10, -0.11], [-0.23, -0.14, 0.19], [-0.77, -1.45, -0.07], [1.33, 3.00, 0.63], [0.19, 0.19, 0.04]],
  "mulliken_spin": [1.6548, 0.0276, 0.0108, -0.0224, -0.0261, 0.0309, -0.0059, 0.0105, -0.0035, 0.0132, -0.0501, 0.0153, -0.0101, 0.0112, 0.0005, 0.0120, -0.0331, -0.0019, 0.0059, 0.0008, 0.0002, 0.0002, 0.0004, 0.0003, 0.0006, 0.0007, -0.0097, 0.1010, 0.0703, 0.0671, 0.1120, 0.1295, -0.1092, -0.0038],
  "charge": 1,
  "lumo_energy_ev": [-4.96, -5.04],
  "s_squared": 2.03,
  "multiplicity": 3,
  "homo_energy_ha": [-0.375, -0.374],
  "orbital_gap_ha": [0.192, 0.189]
}

Electronic energy for the records above, in order: -51752.7889; -116530.6056; -226850.7028 eV